DFT (ωB97M-V/def2-TZVPD) results for an isolated ion of composition C6H11N2O4 and charge +1 in a non-equilibrium geometry.

XYZ file:
```
23
Properties=species:S:1:pos:R:3:forces:R:3
O 4.60711 1.09960 0.16592 0.7 -0.3 -0.1
N 3.54650 0.62848 -0.09610 -1.4 0.9 1.2
O 2.66143 1.16146 -0.75006 0.6 0.7 -0.6
C 3.11803 -0.63372 0.55717 -2.7 -1.7 -3.9
C 1.55834 -0.99465 -0.26048 4.6 -3.1 4.3
N 0.45352 -0.29960 0.36814 2.7 -0.8 1.3
O 0.54128 0.10330 1.50913 -0.6 -0.7 -2.1
C -0.66664 -0.11255 -0.46572 0.9 0.0 -0.7
C -1.84471 -0.18607 0.45909 -1.4 2.3 -0.2
C -1.95189 1.31282 0.90199 -0.3 -0.2 -3.1
O -0.89839 2.03714 0.28286 1.0 0.5 2.0
C -0.33227 1.38842 -0.80206 -3.0 2.2 -0.2
H 3.89588 -1.35948 0.30420 -0.5 -0.2 0.4
H 2.79764 -0.57880 1.54228 0.4 0.7 2.0
H 1.81267 -0.73929 -1.21176 -0.5 0.9 -2.8
H 1.46506 -2.15402 -0.19369 -0.5 2.0 0.2
H -0.51846 -0.67231 -1.41298 -0.5 -0.2 1.0
H -1.78435 -0.69042 1.43308 0.5 -0.8 -1.0
H -2.69699 -0.45600 -0.12482 -0.7 -0.5 0.0
H -2.82223 1.86025 0.63626 -1.3 -0.2 -0.7
H -1.98786 1.33276 1.91697 1.0 0.5 3.1
H 0.66283 1.75479 -0.93526 1.0 -0.6 0.3
H -0.84881 1.88329 -1.65777 -0.1 -1.6 -0.4
```
Forces are in eV/Å.

ΔE to the lowest compared entry with this formula, charge and spin	0.5272	eV
net charge	+1
E_LUMO (alpha / beta)	-6.7 / -6.7	eV
electronic energy	-17555.0111	eV
HOMO energy (alpha / beta)	-14.07 / -14.07	eV

***

DFT (ωB97M-V/def2-TZVPD) results for C34H60F2HgN7O9S2 as an isolated structure in a non-equilibrium geometry.

XYZ file:
```
115
Properties=species:S:1:pos:R:3:forces:R:3
Hg -0.29889 2.07333 -3.59064 0.1 -0.1 -0.1
N -0.05290 0.64337 -1.89354 -0.6 0.0 3.1
S 0.40988 -0.84272 -1.75493 1.7 -5.8 -3.8
O -0.59840 -1.77034 -1.30511 1.0 1.6 0.6
O 1.79596 -0.96002 -1.42006 -0.8 0.1 0.4
F 0.43288 -1.22425 -3.33312 0.0 0.8 0.4
S -0.31886 0.82771 -0.22286 -2.0 4.8 2.7
O 0.74151 0.61819 0.72428 -0.2 -0.5 -1.9
O -1.65227 0.63958 0.26318 0.8 -0.8 -1.3
F -0.32365 2.44812 -0.40103 0.4 -0.4 0.0
N 1.96008 -3.61912 2.24810 0.5 -0.6 -0.9
C 1.55754 -4.91113 2.48172 -0.2 0.5 0.3
C 0.41553 -5.13484 1.71708 1.3 -0.8 1.0
C 0.23886 -4.00492 0.92004 0.1 0.7 -1.3
C 1.24821 -3.10789 1.20899 -0.6 0.1 0.3
H 2.84936 -3.18948 2.45863 0.1 -0.4 0.4
H 2.16535 -5.51338 3.13677 -0.4 -0.2 0.2
H -0.16430 -6.04257 1.72726 0.0 0.0 -0.1
H -0.50463 -3.91692 0.14598 0.1 0.2 0.1
H 1.57418 -2.14310 0.86150 -0.5 0.0 -0.4
N 0.64834 3.71575 3.93921 -0.1 0.1 -0.6
C -0.21172 3.68571 4.99678 -0.3 0.5 0.2
C -1.40727 3.14154 4.58356 0.5 -0.4 0.3
C -1.22137 2.75393 3.24126 0.6 0.0 -1.1
C 0.03988 3.16591 2.83972 -0.8 -0.1 0.6
H 1.45850 4.30735 3.85517 0.2 -0.2 0.2
H 0.10520 4.08574 5.94601 -0.2 0.0 0.0
H -2.28601 2.96039 5.17900 0.1 0.0 0.1
H -1.85551 2.16282 2.59776 -0.3 0.2 0.1
H 0.49919 3.14340 1.86909 0.2 -0.1 0.1
N 4.81328 3.82573 3.29281 0.1 -0.7 -0.3
C 4.01260 4.84340 2.83593 0.1 -0.5 0.7
C 3.13109 4.28155 1.93789 0.7 0.8 -0.6
C 3.49471 2.92881 1.75806 0.1 -0.3 0.3
C 4.51789 2.66264 2.64032 -0.1 0.2 -0.7
H 5.60750 3.83011 3.90785 -0.1 0.7 0.2
H 4.15452 5.83173 3.23883 -0.2 0.1 -0.2
H 2.46812 4.83574 1.29097 -0.2 0.1 0.3
H 3.08001 2.27224 1.01084 -0.1 -0.2 0.3
H 5.14157 1.79203 2.76120 -0.2 -0.1 0.1
N -4.05423 -1.61865 1.46767 -0.1 -1.0 -1.3
C -5.00554 -2.57018 1.75509 0.0 0.8 1.5
C -6.06202 -2.42211 0.89953 0.0 0.1 0.4
C -5.69673 -1.41165 -0.01648 0.1 -0.4 -0.6
C -4.40349 -1.03065 0.27088 -0.5 0.8 0.5
H -3.16332 -1.57162 1.94427 0.1 0.2 -0.1
H -4.92898 -3.07692 2.70517 0.0 -0.3 -0.2
H -7.03023 -2.88541 0.98636 0.1 -0.2 -0.1
H -6.32993 -1.16865 -0.85628 0.3 0.4 -0.1
H -3.74599 -0.37725 -0.27641 0.0 0.1 0.3
N -0.99569 -2.69921 3.33504 0.0 0.9 1.0
C -0.93565 -1.31871 3.33918 0.0 -0.7 -0.5
C -1.97083 -0.86953 4.10482 -0.5 0.6 0.3
C -2.66842 -1.98705 4.64643 0.6 0.5 -0.4
C -1.99426 -3.08537 4.18374 -0.4 -0.9 -0.3
H -0.34851 -3.30715 2.85203 -0.2 0.0 0.2
H -0.17721 -0.79595 2.78135 0.0 0.0 -0.1
H -2.25316 0.15848 4.26568 0.2 0.1 0.0
H -3.53609 -1.90009 5.27686 0.0 -0.4 0.1
H -2.17286 -4.13540 4.35792 0.0 0.0 0.0
N 3.79594 -1.05431 2.96295 0.0 0.1 -0.4
C 4.69657 -2.03868 3.28224 0.1 0.7 0.5
C 5.23729 -2.51363 2.12730 -0.4 -0.3 -0.2
C 4.60030 -1.82087 1.04798 0.1 -0.5 0.1
C 3.71371 -0.92146 1.58796 0.6 -0.1 0.6
H 3.24999 -0.53773 3.63032 0.0 0.1 0.0
H 4.95766 -2.22548 4.31128 -0.1 -0.2 0.0
H 5.91833 -3.34863 2.10078 0.1 0.1 -0.3
H 4.73865 -2.08044 0.01118 0.0 0.3 -0.1
H 3.09091 -0.16739 1.14380 -0.2 -0.1 -0.1
C 3.37959 2.01345 -5.32879 -0.1 -0.4 1.0
C 2.49710 0.98167 -4.63700 -0.1 0.1 -0.6
O 1.12550 1.10093 -5.11992 0.4 -0.1 -0.1
H 3.03369 3.02884 -5.14585 0.0 0.0 -0.1
H 3.42969 1.80644 -6.39616 0.0 0.1 0.0
H 4.37327 1.89082 -4.89287 0.1 0.2 -0.2
H 2.35777 1.04026 -3.55873 0.6 0.3 0.0
H 2.89498 -0.00856 -4.86727 -0.3 -0.1 0.1
H 1.05840 0.69313 -5.99120 -0.3 0.1 0.1
C -2.37511 -5.39209 -1.54215 -0.4 -0.7 0.0
C -2.98538 -4.33154 -0.65835 -0.3 1.2 0.1
O -4.05090 -3.65186 -1.32502 -0.2 -0.4 -0.3
H -1.91618 -5.01113 -2.45371 0.1 0.2 0.1
H -3.12689 -6.12183 -1.85664 -0.3 0.3 0.0
H -1.66164 -6.02367 -1.00863 0.3 0.4 0.1
H -2.29421 -3.51468 -0.41307 0.4 -0.5 0.1
H -3.36343 -4.71701 0.29487 0.1 -0.4 -0.1
H -4.51085 -3.10000 -0.66851 0.1 -0.3 -0.4
C -1.96339 -1.52115 -5.26319 -0.1 -0.2 -0.1
C -2.41457 -0.32667 -4.43366 0.0 0.0 -0.7
O -1.79072 0.91224 -4.94911 -0.3 -0.3 0.2
H -2.23866 -2.45045 -4.76412 -0.1 0.0 0.1
H -0.89569 -1.58420 -5.47322 0.1 0.3 0.5
H -2.43579 -1.52733 -6.24841 -0.3 0.1 0.1
H -2.19991 -0.37863 -3.36995 0.3 -0.1 0.0
H -3.48664 -0.17080 -4.55163 -0.1 -0.2 0.2
H -2.11034 0.99646 -5.85536 0.2 0.3 0.0
C 3.76170 3.51065 -1.85518 0.3 -0.7 -0.7
C 2.28834 3.20156 -1.60059 1.3 1.2 0.6
O 1.52196 3.40611 -2.80557 -0.2 -0.2 -0.3
H 4.37930 3.41841 -0.96265 -0.3 0.2 0.2
H 3.92510 4.48644 -2.31877 -0.2 0.2 0.3
H 4.19351 2.79131 -2.55746 -0.1 -0.1 0.0
H 1.94419 3.94234 -0.87521 -0.3 -0.4 0.2
H 2.18034 2.18979 -1.22118 -0.4 0.0 -0.2
H 1.73192 4.29713 -3.11183 -0.1 -0.1 -0.1
C -3.74975 2.47728 -1.83452 -0.1 -0.4 -0.1
C -3.07840 3.46774 -2.76372 -0.3 -0.2 0.5
O -1.64088 3.51689 -2.52293 -0.6 0.5 -0.5
H -4.74568 2.25886 -2.22387 -0.1 0.1 0.2
H -3.81680 2.80096 -0.79659 -0.1 0.3 -0.1
H -3.23261 1.51452 -1.79008 0.2 0.1 -0.2
H -3.47455 4.47259 -2.61949 0.0 0.0 -0.1
H -3.23267 3.18882 -3.80469 0.2 0.0 0.0
H -1.47685 4.11155 -1.78113 0.4 -0.3 0.1
```
Forces are in eV/Å.

net charge	+1
E_LUMO	-4.7	eV
electronic energy	-96358.3702	eV
HOMO energy	-9.41	eV

***

DFT (ωB97M-V/def2-TZVPD) results for C23H31BrN3O2Sc as an isolated structure.

XYZ file:
```
61
Properties=species:S:1:pos:R:3:forces:R:3
Sc 0.33197 -2.70694 -0.99112 0.1 0.1 0.0
C 3.20255 -1.13055 -3.46924 0.0 0.0 0.0
C 1.92675 -1.89007 -3.41874 0.0 -0.1 0.0
O 1.69647 -2.70909 -2.47127 -0.1 0.1 0.0
N 1.01489 -1.72893 -4.35699 0.0 0.0 0.0
C -0.19215 -2.55252 -4.46064 0.0 0.0 0.0
C -1.38139 -2.06397 -3.66094 0.0 0.0 0.0
C -2.44366 -1.43843 -4.28560 0.0 0.0 0.0
C -3.55000 -1.05201 -3.53989 0.0 0.0 0.0
C -3.57069 -1.31302 -2.18020 0.0 0.0 0.0
C -2.47331 -1.93658 -1.62303 0.0 0.0 0.0
N -1.39740 -2.30548 -2.33518 0.0 0.0 0.0
H 4.01233 -1.77693 -3.13673 0.0 0.0 0.0
H 3.13793 -0.29340 -2.77005 0.0 0.0 0.0
H 3.41292 -0.74870 -4.46542 0.0 0.0 0.0
H 1.21582 -1.07231 -5.09758 0.0 0.0 0.0
H 0.06892 -3.56519 -4.15280 0.0 0.0 0.0
H -0.46217 -2.59099 -5.51316 0.0 0.0 0.0
H -2.41131 -1.26413 -5.35248 0.0 0.0 0.0
H -4.38541 -0.55884 -4.01857 0.0 0.0 0.0
H -4.41092 -1.03814 -1.55959 0.0 0.0 0.0
H -2.44910 -2.13812 -0.55493 0.0 0.0 0.0
C 1.54241 2.69598 4.67565 0.0 0.0 0.0
C 0.36498 1.71109 4.65006 0.0 0.0 0.0
C -0.95495 2.48140 4.79852 0.0 0.0 0.0
C 0.50605 0.74780 5.82737 0.0 0.0 0.0
C 0.36220 0.97372 3.31222 0.0 0.0 0.0
C 0.46160 -0.41039 3.22244 0.0 0.1 -0.1
C 0.45325 -0.95794 1.95881 0.0 -0.3 0.0
Br 0.56385 -2.88263 1.75985 0.0 0.0 0.0
C 0.35707 -0.25295 0.77463 0.0 0.1 0.0
O 0.36841 -0.94854 -0.39302 0.0 -0.1 0.0
C 0.24808 1.14338 0.84769 0.0 0.0 0.0
C 0.25630 1.69976 2.12135 0.0 0.0 0.0
C 0.12226 2.00189 -0.41596 0.0 0.0 0.0
C 0.00526 3.49069 -0.08175 0.0 0.0 0.0
C -1.13755 1.59958 -1.19790 0.0 0.0 0.0
C 1.36647 1.81687 -1.29698 0.0 0.0 0.0
H 1.55707 3.22750 5.62772 0.0 0.0 0.0
H 1.46594 3.44131 3.88314 0.0 0.0 0.0
H 2.49406 2.17389 4.56376 0.0 0.0 0.0
H -0.96626 3.01246 5.75091 0.0 0.0 0.0
H -1.81032 1.80391 4.77778 0.0 0.0 0.0
H -1.08486 3.22062 4.00715 0.0 0.0 0.0
H 0.50623 1.31503 6.75776 0.0 0.0 0.0
H 1.44340 0.18922 5.78570 0.0 0.0 0.0
H -0.32468 0.04080 5.87813 0.0 0.0 0.0
H 0.54347 -1.04022 4.09518 0.0 0.0 0.0
H 0.17675 2.77317 2.20202 0.0 0.0 0.0
H -0.87897 3.70600 0.51979 0.0 0.0 0.0
H -0.08418 4.05608 -1.00988 0.0 0.0 0.0
H 0.88525 3.86332 0.44396 0.0 0.0 0.0
H -2.02948 1.71653 -0.57911 0.0 0.0 0.0
H -1.08715 0.56652 -1.54408 0.0 0.0 0.0
H -1.24920 2.24691 -2.06995 0.0 0.0 0.0
H 2.27038 2.09881 -0.75461 0.0 0.0 0.0
H 1.29135 2.45377 -2.18047 0.0 0.0 0.0
H 1.46932 0.78146 -1.62381 0.0 0.0 0.0
N -0.12431 -6.27414 -0.55694 0.0 0.0 0.0
C -0.01352 -5.14097 -0.69611 0.0 0.1 -0.1
H -0.22899 -7.26737 -0.42683 0.0 0.0 0.0
```
Forces are in eV/Å.

ΔE to the lowest compared entry with this formula, charge and spin	0.0000	eV
net charge	+2
E_LUMO	-6.6	eV
electronic energy	-123652.6025	eV
HOMO energy	-13.58	eV

***

Question: electronic energy of number 1 (C6H11N2O4)?
Answer: -17555.0111 eV

***

Question: Among the records above, which one has the highest electronic energy?
Answer: C6H11N2O4

***

Question: Which formula does entry 1 have?
Answer: C6H11N2O4